No. 1
The following is a quantum chemistry calculation of a structure of composition C50H44KN8O6PS2, from OMol25.

Geometry as ORCA input:
```
! wB97M-V def2-TZVPD RIJCOSX def2/J DEFGRID3
* xyz -2 1
K -0.25 0.40 1.35
O 2.92 -0.90 -2.03
C 1.95 -0.92 -1.26
N 0.84 -0.06 -1.25
C 0.46 0.50 -2.41
C 1.03 0.14 -3.67
C 0.44 0.44 -4.87
C -0.66 1.30 -4.87
C -1.21 1.81 -3.73
C -0.69 1.41 -2.46
N -1.41 1.48 -1.35
C -2.65 1.96 -1.32
O -3.47 2.29 -2.21
C -3.29 2.04 0.06
C -4.16 3.11 0.41
C -4.79 3.07 1.63
C -4.76 1.90 2.37
C -3.89 0.89 1.96
N -3.06 1.09 0.95
C 1.96 -2.06 -0.27
C 3.02 -3.18 -0.64
C 3.54 -3.66 0.64
C 2.69 -3.78 1.69
C 1.31 -3.38 1.50
N 1.24 -2.12 0.76
H 2.00 -0.39 -3.55
H 0.81 0.10 -5.83
H -1.06 1.66 -5.82
H -2.11 2.47 -3.76
H -4.30 3.93 -0.27
H -5.40 3.93 1.93
H -5.37 1.81 3.25
H -3.82 -0.06 2.46
H 3.77 -2.74 -1.32
H 4.62 -3.93 0.74
H 2.94 -4.27 2.63
H 0.80 -3.21 2.43
O -2.60 -2.11 5.16
S -2.44 -2.54 3.78
O -3.66 -2.47 2.94
O -1.24 -1.95 3.12
C -2.15 -4.32 3.62
C -2.23 -5.12 4.79
C -2.49 -6.49 4.67
C -2.52 -7.06 3.39
C -2.32 -6.27 2.27
C -2.03 -4.91 2.32
P -1.94 -3.79 0.88
C -3.34 -4.37 -0.10
C -4.61 -3.76 -0.06
C -5.47 -4.04 -1.12
C -5.12 -4.91 -2.14
C -3.98 -5.68 -2.00
C -3.16 -5.48 -0.87
C -0.48 -4.33 0.00
C 0.74 -4.67 0.76
C 1.86 -5.16 -0.13
C 2.25 -4.33 -1.30
C 1.00 -3.85 -1.98
C -0.26 -4.10 -1.41
H -2.03 -4.66 5.73
H -2.57 -7.10 5.56
H -2.72 -8.09 3.27
H -2.26 -6.83 1.34
H -4.92 -3.07 0.75
H -6.44 -3.49 -1.16
H -5.72 -5.03 -3.03
H -3.78 -6.46 -2.75
H -2.35 -6.19 -0.73
H 0.59 -5.45 1.53
H 2.49 -6.02 0.26
H 2.84 -4.92 -2.00
H 1.13 -3.27 -2.90
H -1.15 -3.93 -2.03
C 0.29 6.62 -0.72
C 1.01 5.57 0.13
C 2.51 5.55 -0.07
N 3.16 4.33 0.51
C 2.97 3.04 0.18
S 3.15 1.89 1.42
N 2.59 2.68 -1.07
C 2.70 3.33 -2.34
O 1.71 3.26 -3.09
C 3.94 3.98 -2.77
C 5.15 3.87 -2.08
C 6.34 4.39 -2.63
C 6.32 5.13 -3.80
C 5.10 5.30 -4.43
C 3.94 4.73 -3.96
H -0.50 7.10 -0.15
H -0.14 6.09 -1.60
H 0.98 7.44 -1.03
H 0.66 4.56 -0.20
H 0.76 5.54 1.19
H 3.01 6.37 0.45
H 2.80 5.58 -1.14
H 3.38 4.42 1.51
H 2.04 1.83 -1.14
H 5.20 3.32 -1.13
H 7.23 4.24 -2.04
H 7.21 5.59 -4.23
H 5.05 5.95 -5.32
H 2.96 4.77 -4.49
N -0.45 4.79 4.67
C 0.95 4.65 4.70
C 1.21 3.38 4.23
N 0.04 2.74 3.93
C -0.93 3.63 4.19
H -0.98 5.65 4.85
H 1.57 5.46 5.08
H 2.14 2.90 4.09
H -1.99 3.42 4.01
*
```

Values from the calculation:
HOMO-LUMO gap (spin up / spin down) (Eh): 0.13895 / 0.13902
F_max (Eh/bohr): 0.0876

---

No. 2
The following is a quantum chemistry calculation of a structure of composition C50H45GeN4O2PPdS2, from OMol25.

Geometry as ORCA input:
```
! wB97M-V def2-TZVPD RIJCOSX def2/J DEFGRID3
* xyz 3 6
Pd 0.32 -0.83 0.36
C -1.46 1.02 3.36
C -2.17 0.70 2.09
N -1.63 0.22 1.00
C -2.58 0.04 0.00
C -3.84 0.37 0.35
S -3.86 0.94 1.95
C -2.12 -0.38 -1.33
C -2.87 -0.66 -2.42
S -1.85 -0.96 -3.76
C -0.46 -0.70 -2.80
N -0.75 -0.41 -1.56
C 0.93 -0.75 -3.36
H -0.39 1.06 3.20
H -1.67 0.26 4.12
H -1.80 1.98 3.76
H -4.74 0.30 -0.24
H -3.94 -0.73 -2.50
H 1.00 -0.17 -4.28
H 1.22 -1.77 -3.59
H 1.62 -0.34 -2.63
C 5.74 -3.24 4.45
C 4.51 -3.78 4.80
C 3.40 -3.56 4.01
C 3.53 -2.77 2.86
C 4.78 -2.24 2.50
C 5.88 -2.47 3.30
P 2.09 -2.19 1.95
C 0.76 -3.28 2.38
C -0.49 -2.80 2.79
C -1.51 -3.70 3.06
C -1.30 -5.06 2.87
C -0.08 -5.54 2.42
C 0.96 -4.66 2.17
C 1.81 -0.47 2.49
C 2.12 -0.11 3.81
C 2.22 1.24 4.10
C 1.98 2.20 3.11
C 1.59 1.83 1.83
C 1.52 0.48 1.52
H 6.60 -3.42 5.08
H 4.41 -4.37 5.71
H 2.44 -3.98 4.29
H 4.88 -1.65 1.59
H 6.84 -2.07 3.02
H -0.63 -1.74 2.97
H -2.47 -3.34 3.42
H -2.10 -5.76 3.09
H 0.06 -6.60 2.25
H 1.92 -5.02 1.83
H 2.32 -0.86 4.57
H 2.51 1.55 5.10
H 2.09 3.25 3.35
H 1.37 2.59 1.10
O -3.57 -3.09 -0.70
C -3.39 -4.12 -1.66
N -2.99 -5.39 -1.11
C -1.72 -5.82 -0.85
O -1.48 -6.91 -0.39
C -0.57 -4.88 -1.11
C 0.57 -5.41 -1.71
C 1.69 -4.61 -1.84
C 1.66 -3.33 -1.31
N 0.57 -2.83 -0.71
C -0.53 -3.60 -0.63
H -4.34 -3.30 -0.16
H -2.61 -3.76 -2.33
H -4.30 -4.28 -2.24
H -3.70 -6.06 -0.87
H 0.56 -6.44 -2.06
H 2.60 -4.98 -2.31
H 2.53 -2.69 -1.35
H -1.39 -3.17 -0.13
C 1.95 3.13 -1.53
Ge 0.01 2.82 -1.50
C -0.94 3.87 -0.16
C -2.33 3.77 -0.13
C -3.06 4.43 0.86
C -2.40 5.18 1.82
C -1.01 5.29 1.80
C -0.28 4.63 0.81
C -0.69 3.69 -3.18
C -1.57 2.96 -4.01
C -1.86 3.37 -5.30
C -1.35 4.59 -5.78
C -0.54 5.38 -4.97
C -0.04 6.61 -5.45
C 0.67 7.47 -4.61
C 0.91 7.10 -3.30
C 0.46 5.86 -2.82
C -0.23 4.97 -3.64
H 2.21 3.98 -0.89
H 2.24 3.34 -2.56
H 2.49 2.25 -1.18
H -2.86 3.20 -0.89
H -4.14 4.37 0.87
H -2.97 5.70 2.59
H -0.50 5.89 2.54
H 0.80 4.74 0.80
H -2.00 2.03 -3.65
H -2.49 2.76 -5.93
H -1.62 4.94 -6.77
H -0.19 6.87 -6.49
H 1.02 8.43 -4.98
H 1.44 7.78 -2.64
H 0.60 5.62 -1.77
*
```

Values from the calculation:
⟨S²⟩: 8.80
HOMO-LUMO gap (spin up / spin down) (Eh): 0.26183 / 0.19780
F_max (Eh/bohr): 0.0309

---

No. 3
The following is a quantum chemistry calculation of a structure of composition C50H46BrIIrN13P2Si, from OMol25.

Geometry as ORCA input:
```
! wB97M-V def2-TZVPD RIJCOSX def2/J DEFGRID3
* xyz 1 6
Ir -0.40 0.05 -0.21
C 3.07 -0.43 0.40
Si 1.39 -1.07 0.86
C 1.17 -2.82 0.24
C 1.63 -3.93 0.94
C 1.47 -5.21 0.43
C 0.84 -5.40 -0.79
C 0.37 -4.31 -1.51
C 0.53 -3.02 -0.99
P -0.11 -1.55 -1.87
C 1.12 -1.12 -3.13
C 1.77 -2.10 -3.87
C 2.64 -1.73 -4.89
C 2.86 -0.39 -5.17
C 2.22 0.59 -4.42
C 1.35 0.23 -3.40
C -1.54 -2.18 -2.78
C -2.61 -2.68 -2.03
C -3.73 -3.19 -2.66
C -3.78 -3.24 -4.05
C -2.70 -2.79 -4.79
C -1.59 -2.23 -4.17
C 1.17 -0.87 2.72
C 2.29 -1.24 3.47
C 2.35 -1.10 4.85
C 1.25 -0.59 5.52
C 0.12 -0.24 4.81
C 0.04 -0.37 3.41
P -1.56 0.38 2.76
C -2.65 -0.67 3.86
C -3.81 -0.18 4.45
C -4.63 -1.01 5.22
C -4.29 -2.35 5.39
C -3.15 -2.86 4.78
C -2.34 -2.03 4.02
C -1.72 2.20 3.50
C -2.17 2.54 4.87
C -2.95 3.62 5.18
C -3.53 4.59 4.33
C -3.71 4.58 2.89
C -3.48 3.59 2.04
H 3.84 -1.14 0.73
H 3.27 0.54 0.89
H 3.16 -0.31 -0.68
H 2.13 -3.80 1.90
H 1.82 -6.07 0.99
H 0.69 -6.40 -1.18
H -0.14 -4.46 -2.45
H 1.61 -3.15 -3.65
H 3.14 -2.50 -5.47
H 3.54 -0.10 -5.96
H 2.39 1.64 -4.63
H 0.84 1.00 -2.83
H -2.54 -2.70 -0.95
H -4.56 -3.57 -2.06
H -4.65 -3.64 -4.54
H -2.72 -2.86 -5.88
H -0.76 -1.89 -4.77
H 3.16 -1.65 2.96
H 3.24 -1.40 5.40
H 1.28 -0.47 6.60
H -0.75 0.11 5.36
H -4.11 0.85 4.31
H -5.53 -0.62 5.66
H -4.92 -2.99 5.99
H -2.90 -3.90 4.90
H -1.46 -2.44 3.55
H -1.84 1.90 5.68
H -3.12 3.79 6.24
H -3.94 5.45 4.83
H -4.17 5.46 2.47
H -3.76 3.63 0.99
N -3.49 1.10 -0.37
C -3.33 0.42 0.85
N -4.52 -0.45 0.96
N -4.13 -1.68 1.06
N -2.79 -1.80 1.11
N -2.20 -0.57 1.05
C -2.55 1.95 -0.96
N -2.80 3.17 -1.37
N -1.63 3.61 -1.90
N -0.72 2.69 -1.79
N -1.29 1.61 -1.22
H -4.45 1.28 -0.61
C 2.15 3.05 4.13
C 1.10 4.08 4.57
C 0.63 3.81 5.99
C -0.02 4.20 3.53
N -0.55 2.92 3.04
C -0.07 2.37 1.90
N -0.56 1.27 1.47
N -3.04 1.18 2.06
N -2.84 2.40 2.47
H 2.99 3.06 4.82
H 2.53 3.26 3.13
H 1.73 2.03 4.14
H 1.58 5.06 4.56
H 0.24 2.79 6.10
H -0.15 4.51 6.30
H 1.47 3.91 6.68
H 0.39 4.72 2.66
H -0.85 4.79 3.91
H 0.72 2.90 1.37
Br -5.13 -0.36 -6.08
C -3.56 -0.68 -7.08
C -3.66 -1.53 -8.18
C -2.54 -1.83 -8.94
C -1.31 -1.28 -8.60
C -1.21 -0.43 -7.51
C -2.33 -0.12 -6.75
I -2.07 1.17 -5.14
H -4.63 -1.95 -8.43
H -2.63 -2.49 -9.79
H -0.43 -1.51 -9.19
H -0.25 0.01 -7.25
*
```

Values from the calculation:
⟨S²⟩: 8.82
HOMO-LUMO gap (spin up / spin down) (Eh): 0.30138 / 0.20704
F_max (Eh/bohr): 0.0247

---

No. 4
The following is a quantum chemistry calculation of a structure of composition C50H47Cl2N6O5S2TeW, from OMol25.

Geometry as ORCA input:
```
! wB97M-V def2-TZVPD RIJCOSX def2/J DEFGRID3
* xyz 1 1
W 0.70 -0.07 1.03
Cl -5.93 0.15 3.46
C -4.46 -0.30 2.70
C -3.30 0.37 3.05
C -2.09 0.06 2.42
N -0.84 0.69 2.60
C -0.85 1.80 3.43
O -1.85 2.31 3.92
C 0.45 2.48 3.83
C 0.42 3.85 4.10
C 1.56 4.45 4.60
C 2.66 3.66 4.88
C 2.58 2.30 4.61
N 1.50 1.73 4.08
C -2.09 -1.00 1.48
C -3.25 -1.69 1.16
C -4.44 -1.32 1.74
Cl -5.90 -2.11 1.27
N -0.84 -1.18 0.93
C -0.59 -1.87 -0.25
O -1.39 -1.66 -1.27
C 0.74 -2.34 -0.41
C 1.18 -3.12 -1.50
C 2.43 -3.66 -1.46
C 3.24 -3.44 -0.33
C 2.81 -2.57 0.64
N 1.61 -1.96 0.59
H -3.35 1.16 3.77
H -0.49 4.40 3.91
H 1.58 5.51 4.80
H 3.56 4.08 5.32
H 3.41 1.63 4.83
H -3.22 -2.50 0.44
H 0.50 -3.28 -2.32
H 2.80 -4.28 -2.26
H 4.21 -3.91 -0.24
H 3.41 -2.34 1.51
O 2.38 1.03 1.39
N 2.72 2.28 1.09
C 4.01 2.66 1.25
C 4.41 3.93 0.97
C 3.46 4.85 0.49
C 2.16 4.45 0.33
C 1.76 3.14 0.65
S 0.17 2.59 0.54
H 4.67 1.89 1.61
H 5.43 4.22 1.11
H 3.75 5.86 0.25
H 1.39 5.12 -0.03
C 3.50 0.18 -1.13
C 2.08 0.24 -1.67
O 1.99 0.33 -2.91
N 1.00 0.21 -0.87
Te -0.63 -0.36 -2.74
C -2.26 -1.36 -3.86
C -3.46 -1.95 -3.42
C -4.28 -1.48 -2.25
C -4.00 -3.01 -4.14
C -3.41 -3.52 -5.29
C -3.98 -4.73 -5.98
C -2.30 -2.85 -5.79
C -1.73 -1.80 -5.10
C -0.55 -1.10 -5.73
C -1.17 1.74 -2.75
C -0.55 2.61 -3.64
C 0.40 2.18 -4.73
C -0.85 3.97 -3.55
C -1.73 4.48 -2.61
C -2.04 5.95 -2.54
C -2.34 3.59 -1.74
C -2.07 2.24 -1.79
C -2.71 1.30 -0.82
H 4.07 -0.47 -1.79
H 3.57 -0.18 -0.11
H 3.94 1.18 -1.21
H -4.83 -0.57 -2.51
H -3.67 -1.29 -1.38
H -5.01 -2.24 -1.98
H -4.90 -3.48 -3.77
H -4.63 -5.29 -5.31
H -3.18 -5.38 -6.33
H -4.57 -4.43 -6.85
H -1.86 -3.18 -6.73
H -0.61 -1.18 -6.81
H 0.40 -1.53 -5.41
H -0.55 -0.04 -5.46
H 0.90 1.26 -4.46
H 1.15 2.95 -4.91
H -0.15 2.04 -5.66
H -0.36 4.65 -4.25
H -1.48 6.51 -3.29
H -1.79 6.34 -1.55
H -3.10 6.11 -2.71
H -3.03 3.96 -0.99
H -3.53 1.77 -0.27
H -1.97 0.96 -0.09
H -3.09 0.43 -1.35
C -0.16 -1.74 4.90
S 1.47 -1.15 4.36
O 1.32 -1.06 2.85
C 2.36 -2.70 4.57
C 3.31 -2.76 5.58
C 4.04 -3.93 5.75
C 3.84 -5.01 4.91
C 2.89 -4.93 3.89
C 2.15 -3.77 3.72
H -0.62 -2.26 4.06
H -0.76 -0.87 5.17
H -0.05 -2.40 5.76
H 3.46 -1.91 6.23
H 4.77 -3.98 6.55
H 4.41 -5.91 5.04
H 2.73 -5.77 3.24
H 1.42 -3.70 2.92
*
```

Values from the calculation:
HOMO-LUMO gap (spin up / spin down) (Eh): 0.21194 / 0.22706
F_max (Eh/bohr): 0.0417